Computed, not measured: a cluster of 8 separate species, C48H144N24O8P8 in total at a distorted geometry, with ωB97M-V/def2-TZVPD.

Positions of all 232 atoms, in Å:
C (9.144615, 2.426496, 2.634440)
N (8.541225, 2.234535, 1.351925)
C (8.071058, 3.541049, 0.721880)
P (7.919887, 0.781734, 0.843255)
O (8.689042, -0.282184, 1.528465)
N (6.314854, 0.904367, 1.187745)
C (5.598824, -0.343909, 1.168458)
C (5.855347, 1.678380, 2.306781)
N (8.075849, 0.696282, -0.798731)
C (7.074168, 1.041368, -1.717186)
C (9.261806, 0.266347, -1.363123)
H (8.531170, 2.850380, 3.423676)
H (10.036991, 3.013772, 2.540902)
H (9.368805, 1.381399, 2.942688)
H (7.154500, 3.473365, 0.107524)
H (8.917012, 4.045213, 0.243786)
H (7.802000, 4.200130, 1.574810)
H (6.033388, -1.059519, 0.506136)
H (5.629137, -0.820079, 2.137850)
H (4.525203, -0.193932, 0.896617)
H (5.965371, 1.121895, 3.192910)
H (6.478877, 2.613538, 2.549350)
H (4.857101, 2.042293, 2.119666)
H (6.295135, 1.718666, -1.288309)
H (7.578825, 1.621135, -2.529030)
H (6.599698, 0.199282, -2.245377)
H (8.995776, -0.462628, -2.203260)
H (9.878334, -0.284904, -0.670189)
H (9.719205, 1.154853, -1.792432)
C (-3.108855, 6.246500, 4.772530)
N (-3.056374, 4.790115, 4.844856)
C (-3.332170, 4.260505, 6.144228)
P (-2.089895, 4.033880, 3.801705)
O (-0.625470, 4.345613, 3.835647)
N (-2.230148, 2.307264, 3.988469)
C (-1.431432, 1.676109, 4.995802)
C (-3.525566, 1.730197, 3.748375)
N (-2.820410, 4.560449, 2.398402)
C (-2.078464, 4.386049, 1.118484)
C (-4.235404, 4.741989, 2.248217)
H (-4.078570, 6.592851, 4.484549)
H (-2.464918, 6.735886, 4.003179)
H (-2.846489, 6.609062, 5.820313)
H (-3.474929, 3.162785, 6.055207)
H (-4.167893, 4.823632, 6.584357)
H (-2.470372, 4.447627, 6.805314)
H (-1.928125, 1.560704, 5.990623)
H (-1.153408, 0.697475, 4.673400)
H (-0.548094, 2.272320, 5.164523)
H (-3.464979, 0.620811, 3.802195)
H (-4.345005, 1.970669, 4.452158)
H (-3.963923, 2.007291, 2.782241)
H (-1.003762, 4.257596, 1.348368)
H (-2.387835, 3.606366, 0.452040)
H (-2.226520, 5.307384, 0.541672)
H (-4.787688, 4.820215, 3.191001)
H (-4.713971, 3.948916, 1.634437)
H (-4.409443, 5.721732, 1.768600)
C (-4.986216, -5.408547, -0.953468)
N (-4.278256, -4.479095, -0.090936)
C (-5.093935, -3.432684, 0.542512)
P (-2.652201, -4.527975, 0.202248)
O (-2.411562, -3.824079, 1.458003)
N (-2.236259, -6.108083, 0.144682)
C (-2.307902, -6.781497, 1.419502)
C (-1.271782, -6.768543, -0.782702)
N (-1.871778, -3.852830, -1.080464)
C (-2.591697, -2.920577, -1.908816)
C (-0.435910, -3.704632, -1.060577)
H (-4.280272, -6.107018, -1.391626)
H (-5.478451, -5.009400, -1.873765)
H (-5.658407, -6.001330, -0.336781)
H (-4.383055, -2.898165, 1.153444)
H (-5.878560, -3.888231, 1.142931)
H (-5.519250, -2.710759, -0.162846)
H (-1.488969, -6.603754, 2.032830)
H (-3.182060, -6.360417, 1.940036)
H (-2.406494, -7.865512, 1.319598)
H (-0.359497, -7.127278, -0.356787)
H (-1.843624, -7.622350, -1.203273)
H (-1.002368, -6.109467, -1.630577)
H (-3.679458, -3.049197, -1.765212)
H (-2.515865, -1.869647, -1.461069)
H (-2.409084, -2.884921, -3.007578)
H (-0.179818, -2.666445, -0.863332)
H (-0.031542, -3.847271, -2.028493)
H (-0.015041, -4.392211, -0.332519)
C (-4.288414, 4.597688, -5.030669)
N (-5.243918, 3.420612, -5.061023)
C (-6.290036, 3.502042, -5.993293)
P (-4.963802, 2.253569, -3.910342)
O (-3.583111, 2.157611, -3.387236)
N (-5.915216, 2.627112, -2.620550)
C (-5.352605, 2.649385, -1.266644)
C (-7.349942, 2.796055, -2.615963)
N (-5.628244, 0.873543, -4.537200)
C (-4.967151, 0.501921, -5.819251)
C (-5.915236, -0.252989, -3.641904)
H (-3.535318, 4.524639, -5.920270)
H (-3.735751, 4.535345, -4.103332)
H (-4.858158, 5.544565, -5.000674)
H (-6.829680, 4.407769, -5.857194)
H (-7.048519, 2.701197, -5.750708)
H (-5.950009, 3.521774, -7.033912)
H (-5.411582, 1.699875, -0.699158)
H (-4.308883, 2.960749, -1.200480)
H (-5.853686, 3.406243, -0.687670)
H (-7.931660, 2.104539, -3.252374)
H (-7.787462, 2.726864, -1.632828)
H (-7.614285, 3.757910, -3.038931)
H (-5.808630, 0.274707, -6.558823)
H (-4.338794, 1.389912, -6.050394)
H (-4.235197, -0.306759, -5.660527)
H (-5.716999, -1.165526, -4.138135)
H (-7.002686, -0.198426, -3.379459)
H (-5.356388, -0.135136, -2.747478)
C (2.396581, 8.210881, -2.506748)
N (1.661165, 6.992557, -2.042819)
C (1.154910, 7.074722, -0.699857)
P (1.594217, 5.649898, -2.979081)
O (1.881041, 6.011592, -4.361001)
N (2.551561, 4.407355, -2.304539)
C (3.880380, 4.625358, -1.796344)
C (2.172391, 3.076561, -2.751743)
N (0.088905, 4.903559, -2.912665)
C (-0.930465, 5.307163, -3.879579)
C (-0.473410, 4.339255, -1.665876)
H (1.669157, 8.997188, -2.525001)
H (2.678969, 7.946605, -3.518770)
H (3.286561, 8.490297, -1.889198)
H (0.993077, 8.110817, -0.454489)
H (1.919395, 6.728868, 0.035772)
H (0.281166, 6.459492, -0.423063)
H (3.922237, 4.231566, -0.765715)
H (4.669502, 3.996039, -2.269010)
H (4.148482, 5.680614, -1.877732)
H (2.140523, 2.308991, -1.942627)
H (1.239940, 3.057469, -3.307406)
H (2.902213, 2.665194, -3.470672)
H (-0.370102, 5.768185, -4.684732)
H (-1.430800, 4.354130, -4.183594)
H (-1.640977, 5.993021, -3.385643)
H (0.267839, 4.361928, -0.867517)
H (-0.899263, 3.351380, -1.769836)
H (-1.392855, 4.974461, -1.364916)
C (0.489254, -3.122253, -5.731301)
N (1.886928, -2.727376, -5.340746)
C (2.859021, -3.776054, -5.550823)
P (2.326799, -1.124700, -5.697577)
O (2.738561, -0.823636, -7.042732)
N (0.947381, -0.243552, -5.420393)
C (0.532169, -0.066944, -4.025906)
C (0.141220, 0.426622, -6.447285)
N (3.390865, -0.727554, -4.531032)
C (4.206315, 0.480266, -4.803864)
C (3.467705, -1.298832, -3.201095)
H (0.355579, -3.146264, -6.816534)
H (-0.205603, -2.370476, -5.368478)
H (0.410071, -4.110009, -5.235668)
H (3.868364, -3.400014, -5.767854)
H (2.500834, -4.405890, -6.374068)
H (2.962315, -4.279726, -4.655761)
H (-0.091275, 0.856992, -3.883942)
H (0.006945, -0.901936, -3.561416)
H (1.425213, 0.149909, -3.494122)
H (0.734610, 0.432858, -7.365915)
H (-0.809218, -0.136447, -6.710763)
H (-0.165114, 1.462099, -6.106211)
H (3.952065, 1.236181, -4.020100)
H (5.217552, 0.202995, -4.749283)
H (4.002279, 0.818003, -5.822180)
H (4.436548, -1.805591, -3.153224)
H (2.776671, -2.126362, -3.180657)
H (3.242835, -0.610091, -2.430549)
C (-1.789956, -8.397287, 6.132159)
N (-0.828665, -7.905933, 5.117161)
C (-0.287397, -8.960360, 4.223189)
P (-0.186543, -6.383705, 5.082271)
O (0.300739, -6.125235, 3.724957)
N (-1.301992, -5.209226, 5.523007)
C (-1.621423, -4.859677, 6.925260)
C (-2.037200, -4.380356, 4.631791)
N (0.880461, -6.345518, 6.405552)
C (1.660044, -7.533779, 6.641592)
C (1.639098, -5.138572, 6.537810)
H (-2.264254, -7.555270, 6.656398)
H (-1.188583, -8.909929, 6.856740)
H (-2.587341, -9.005579, 5.762597)
H (0.397362, -8.566623, 3.480962)
H (-1.124957, -9.411294, 3.664330)
H (0.169967, -9.803004, 4.771785)
H (-2.672072, -5.192591, 7.076080)
H (-0.969639, -5.498801, 7.498413)
H (-1.515398, -3.783924, 7.050388)
H (-1.758863, -4.479256, 3.604281)
H (-3.083713, -4.459033, 4.856228)
H (-1.772234, -3.296940, 4.740356)
H (1.047324, -8.409693, 6.710646)
H (2.413198, -7.716346, 5.884251)
H (2.139534, -7.509040, 7.628007)
H (1.200431, -4.352862, 5.944225)
H (2.660742, -5.243441, 6.172545)
H (1.650413, -4.833131, 7.573183)
C (2.161660, 0.300846, 3.387824)
N (1.236612, 0.624920, 2.311058)
C (1.050713, 2.050313, 2.045166)
P (1.186063, -0.385875, 1.013114)
O (2.091117, -0.034171, -0.142408)
N (1.495033, -1.912535, 1.582932)
C (0.539467, -2.484770, 2.547770)
C (2.390825, -2.817110, 0.967508)
N (-0.422259, -0.238047, 0.400158)
C (-0.672505, 0.525782, -0.816288)
C (-1.668016, -0.495931, 1.120998)
H (2.502237, -0.713852, 3.374015)
H (1.712826, 0.492373, 4.385071)
H (3.059896, 0.909115, 3.363704)
H (0.790139, 2.598969, 2.927524)
H (0.326714, 2.224220, 1.277956)
H (1.957188, 2.520851, 1.778264)
H (-0.358581, -2.911781, 2.015298)
H (1.125256, -3.291649, 3.081133)
H (0.270491, -1.648472, 3.247868)
H (3.228749, -3.138535, 1.580656)
H (1.855263, -3.758650, 0.739411)
H (2.699252, -2.356128, 0.011891)
H (-1.459193, -0.071488, -1.338986)
H (-1.135443, 1.484743, -0.504688)
H (0.225502, 0.660381, -1.414311)
H (-2.388702, -1.000591, 0.509590)
H (-2.141352, 0.443884, 1.429419)
H (-1.469576, -1.103978, 2.005406)

Cartesian forces (eV/Å) of the 2 atoms listed first:
0.32 -2.18 0.28
-1.24 2.41 -1.71

The SMILES is CN(C)P(=O)(N(C)C)N(C)C.CN(C)P(=O)(N(C)C)N(C)C.CN(C)P(=O)(N(C)C)N(C)C.CN(C)P(=O)(N(C)C)N(C)C.CN(C)P(=O)(N(C)C)N(C)C.CN(C)P(=O)(N(C)C)N(C)C.CN(C)P(=O)(N(C)C)N(C)C.CN(C)P(=O)(N(C)C)N(C)C. Its spin multiplicity is 1. As for the LUMO energy: 0.33 eV. The value obtained for the HOMO energy is -8.11 eV. Its charge is 0. The HOMO-LUMO gap comes out at 8.438 eV.

Results of the Löwdin charge analysis, in e, for atoms 1 through 8:
1 C -0.144
2 N -0.312
3 C -0.078
4 P 0.490
5 O -0.291
6 N -0.289
7 C -0.118
8 C -0.109